The following is a quantum chemistry calculation of one molecule with the formula C7H13FO3S, from OMol25.

Cartesian coordinates (Å):
1 O 2.74 0.50 2.21
2 S 1.62 -0.37 2.04
3 O 1.66 -1.73 2.47
4 C 0.15 0.40 2.70
5 C -0.58 1.25 1.65
6 C -0.96 0.48 0.37
7 C -0.07 -0.74 0.16
8 C -0.05 -1.38 -1.24
9 C -0.66 -0.56 -2.37
10 C 0.23 0.61 -2.77
11 F -0.56 1.73 -3.10
12 O 1.30 -0.33 0.48
13 H 0.53 1.03 3.51
14 H -0.47 -0.39 3.12
15 H -1.47 1.67 2.12
16 H 0.07 2.08 1.39
17 H -0.90 1.17 -0.47
18 H -2.00 0.13 0.42
19 H -0.35 -1.51 0.89
20 H 1.00 -1.57 -1.48
21 H -0.52 -2.36 -1.19
22 H -0.81 -1.22 -3.23
23 H -1.65 -0.18 -2.11
24 H 0.89 0.91 -1.96
25 H 0.84 0.37 -3.64

Summary:
LUMO level: 0.0240 Eh
HOMO level: -11.06 eV
Kohn-Sham gap: 11.710 eV
net charge: 0



The following is a quantum chemistry calculation of a 2-piece molecular cluster, C7H13INO overall at a distorted geometry, from OMol25.

Cartesian coordinates (Å):
1 C 1.59 -0.63 -0.82
2 C 0.79 3.00 -0.31
3 C -0.25 2.22 0.59
4 C 1.47 1.86 -1.11
5 C 0.09 0.85 0.46
6 C -0.90 -3.61 0.40
7 C -2.32 -1.96 0.81
8 N 1.02 0.60 -0.44
9 O -1.35 -2.35 0.04
10 I -3.06 -0.04 0.19
11 H 1.42 -1.60 -0.32
12 H 2.35 -0.40 -1.56
13 H 0.36 3.74 -0.97
14 H 1.69 3.47 0.14
15 H -0.29 2.54 1.65
16 H -1.26 2.52 0.28
17 H 1.15 1.81 -2.20
18 H 2.55 1.93 -1.18
19 H -0.35 0.04 1.07
20 H -1.75 -4.40 0.17
21 H -0.66 -3.57 1.51
22 H -0.02 -3.80 -0.23
23 H -2.27 -2.22 1.81

Summary:
LUMO level (spin up / spin down): -0.1421 / -0.1982 Eh
HOMO level (spin up / spin down): -12.84 / -10.85 eV
Kohn-Sham gap (spin up / spin down): 8.974 / 5.453 eV
net charge: +1



The following is a quantum chemistry calculation of one molecule with the formula C7H13IO2SSi at a distorted geometry, from OMol25.

Cartesian coordinates (Å):
1 C -0.64 2.32 1.74
2 Si -0.39 1.60 0.03
3 C -1.37 2.46 -1.39
4 C 1.57 1.60 -0.44
5 C -0.92 -0.26 -0.17
6 I -3.02 -0.59 -0.15
7 C -0.13 -1.36 -0.13
8 C -0.57 -2.81 -0.07
9 C 0.76 -3.50 0.15
10 S 1.70 -1.91 0.11
11 O 2.17 -1.52 1.38
12 O 2.53 -1.72 -1.08
13 H -1.17 1.69 2.51
14 H 0.28 2.39 2.25
15 H -1.13 3.26 1.70
16 H -2.35 2.14 -1.24
17 H -1.09 3.56 -1.25
18 H -0.93 2.16 -2.33
19 H 1.76 0.55 -0.32
20 H 1.74 1.89 -1.46
21 H 1.98 2.30 0.33
22 H -1.42 -2.91 0.67
23 H -1.15 -3.24 -0.97
24 H 0.88 -4.19 0.98
25 H 0.89 -3.92 -0.84

Summary:
LUMO level: 0.0030 Eh
HOMO level: -9.38 eV
Kohn-Sham gap: 9.462 eV
net charge: 0



The following is a quantum chemistry calculation of an isolated ion of composition C7H13N and charge -1 at a distorted geometry, from OMol25.

Cartesian coordinates (Å):
1 C 1.64 -0.39 -1.63
2 C 0.28 0.34 -1.44
3 C -0.01 0.60 0.04
4 C 0.58 1.72 0.60
5 C -2.35 -1.42 2.41
6 C -1.72 -0.22 1.73
7 C -0.87 -0.35 0.66
8 N 2.70 0.47 -2.17
9 H 1.95 -0.70 -0.63
10 H 1.57 -1.34 -2.17
11 H -0.53 -0.24 -1.89
12 H 0.19 1.22 -2.09
13 H 1.03 2.50 -0.01
14 H 0.46 1.88 1.66
15 H -3.31 -1.70 1.93
16 H -2.62 -1.19 3.45
17 H -1.67 -2.27 2.35
18 H -2.08 0.74 2.11
19 H -0.67 -1.38 0.32
20 H 2.97 0.30 -3.12
21 H 2.45 1.44 -2.10

Summary:
multiplicity: 2
LUMO level (spin up / spin down): 0.1505 / 0.1492 Eh
HOMO level (spin up / spin down): 0.35 / -2.77 eV
⟨S²⟩: 0.77
Kohn-Sham gap (spin up / spin down): 3.750 / 6.829 eV
net charge: -1



Energy relative to the best compared isomer or geometry (same formula, charge and spin), respectively: 0.0; 105.4; 18.4; 11.2 kcal/mol.
E, respectively: -998.2830; -701.7889; -1410.2970; -329.1796 Eh.